No. 1
{"formula": "C2H6NO4S2", "method": "wB97M-V/def2-TZVPD", "elements": ["S", "S", "O", "O", "O", "O", "N", "C", "C", "H", "H", "H", "H", "H", "H"], "positions_angstrom": [[1.7591, -1.6735, 0.3067], [-0.9771, -0.7018, -0.6738], [2.2919, -0.5411, 1.0500], [-3.4029, -1.0684, 1.9732], [-2.4099, -0.5799, -0.5091], [-0.3913, -1.1514, 0.7370], [0.1339, 1.6127, -1.6244], [-0.3671, 1.0184, -0.6532], [2.0730, -1.5663, -1.2724], [-0.7515, 1.3541, 0.2787], [2.0397, -0.5508, -1.6087], [-2.8993, -0.9793, 1.0631], [1.8287, -2.4239, -1.9422], [0.4751, 2.5879, -1.3975], [-2.8084, -0.5057, 2.6378]], "lowdin_charge": [0.7754, 0.7079, -0.5604, -0.2139, -0.5164, -0.6460, 0.0441, -0.4003, -0.3937, 0.0707, -0.0179, -0.0105, 0.0196, 0.0669, 0.0744], "charge": -1, "orbital_gap_ev": 8.280, "total_energy_ev": -33520.278, "e_lumo_ha": 0.129, "relative_energy_kj_mol": 233.2}


No. 2
{"formula": "C51H60F3MnN3O4P2SSi", "method": "wB97M-V/def2-TZVPD", "elements": ["Mn", "S", "P", "P", "Si", "F", "F", "F", "O", "O", "O", "O", "N", "N", "N", "C", "C", "C", "C", "C", "C", "C", "C", "C", "C", "C", "C", "C", "C", "C", "C", "C", "C", "C", "C", "C", "C", "C", "C", "C", "C", "C", "C", "C", "C", "C", "C", "C", "C", "C", "C", "C", "C", "C", "C", "C", "C", "C", "C", "C", "C", "C", "C", "C", "C", "C", "H", "H", "H", "H", "H", "H", "H", "H", "H", "H", "H", "H", "H", "H", "H", "H", "H", "H", "H", "H", "H", "H", "H", "H", "H", "H", "H", "H", "H", "H", "H", "H", "H", "H", "H", "H", "H", "H", "H", "H", "H", "H", "H", "H", "H", "H", "H", "H", "H", "H", "H", "H", "H", "H", "H", "H", "H", "H", "H", "H"], "positions_angstrom": [[0.6216, -0.2404, -0.7409], [1.9303, 0.2364, 2.6718], [-1.5693, -0.1286, 2.1651], [1.3480, 2.8479, 0.5534], [-0.9923, -1.9378, -1.4106], [1.3446, 2.4400, -7.8576], [1.7422, 0.3675, -8.3113], [3.3517, 1.6955, -7.7803], [0.9235, 1.2266, 2.9909], [1.9954, -1.4788, -1.1195], [3.3030, 0.7378, 2.6933], [3.7067, -2.7836, -0.6063], [1.6048, -0.5742, 1.3255], [-0.8536, 1.1181, -0.5657], [1.3831, 0.4701, -3.2582], [-3.1741, 1.7741, -0.9766], [-2.8583, -0.9480, -3.3888], [-0.0308, -6.6070, -1.3846], [-4.5156, 1.4834, -0.8799], [-3.0708, -1.6528, -5.6719], [2.1090, 1.9679, -5.0142], [0.6876, -4.3350, -1.6711], [-0.4321, 2.1229, -1.4609], [1.9288, -0.9199, 4.0883], [1.8598, -2.5156, 6.3861], [-2.0483, -2.5620, -5.4679], [-2.1908, 1.0208, -0.2966], [-0.2327, 4.8178, 1.6644], [-3.2053, -2.4776, 3.1156], [-0.9329, 2.1673, -2.7729], [2.0544, 1.3371, -7.4314], [-2.7559, 0.8411, 3.3086], [3.3723, 1.4961, -0.7090], [1.8604, 1.0033, -6.0264], [-1.8215, -1.8797, 2.8722], [2.8184, -1.9972, -0.3029], [-0.9719, -2.8615, 2.0721], [2.6238, -1.5865, 1.1694], [0.8693, -0.8386, 4.9739], [0.8238, -1.6232, 6.1080], [1.2461, 4.5353, 1.4172], [3.1185, 2.8817, -0.1226], [0.1616, 4.2662, -3.1673], [0.7360, 4.1908, -1.9133], [-2.2273, 0.9523, 4.7311], [1.8898, 1.6513, -3.7063], [-3.4776, -0.8502, -4.6196], [4.1871, 3.1226, 0.9416], [0.4749, 3.1269, -1.0500], [2.9933, -1.7630, 4.3835], [-1.5817, -4.7958, -1.1544], [0.9680, -5.6912, -1.6641], [1.4519, -0.2751, -5.5607], [-0.6238, 3.2144, -3.6201], [1.9230, 5.7871, 0.8554], [-0.5906, -3.8516, -1.4138], [-1.8171, -1.8469, -3.1671], [1.2299, -0.4723, -4.2279], [1.8054, -3.4108, 7.5916], [-1.3137, -6.1522, -1.1340], [-2.6828, 0.1476, 0.7218], [2.9504, -2.5468, 5.5231], [-4.9547, 0.4539, -0.0619], [-1.4278, -2.6471, -4.2362], [-4.0343, -0.1524, 0.7752], [-2.9065, 2.2461, 2.7363], [4.2348, 4.1504, 1.2978], [2.0141, 6.5333, 1.6505], [-2.9059, 1.5489, 5.3477], [4.2078, 1.4990, -1.4110], [-1.5465, 1.3493, -3.1229], [-0.0149, -1.5425, 6.7892], [1.4895, -3.6391, -1.8640], [-5.2235, 2.0655, -1.4572], [0.0973, -0.1304, 4.7332], [2.9183, 5.5782, 0.4711], [2.4921, 1.1212, -1.2428], [3.1768, 3.6449, -0.9125], [1.3206, 6.2263, 0.0622], [2.3836, -2.5051, 1.7375], [1.7127, 4.3004, 2.3847], [0.7934, -3.7836, 7.7474], [-3.7355, 0.3532, 3.3161], [-2.1227, -0.0245, 5.1976], [1.3159, -1.0830, -6.2619], [2.4823, 2.9446, -5.2873], [-1.5123, -3.2271, 1.2042], [-1.7319, -3.2105, -6.2744], [-3.6906, -2.7420, 2.1789], [4.0028, 2.4578, 1.7847], [-2.5874, -4.4497, -0.9649], [-4.3868, -0.8666, 1.5019], [-0.6826, -3.7137, 2.6867], [-0.6852, 3.9433, 2.1231], [2.1195, 2.3873, -2.9496], [3.6026, 0.8090, 0.1030], [1.4182, 4.9653, -1.5996], [-3.3153, 2.9291, 3.4821], [-2.8710, 2.5904, -1.6127], [-0.7506, 5.0138, 0.7238], [-1.0003, 3.2147, -4.6331], [0.3650, 5.1166, -3.8068], [2.1093, -2.8793, 8.4967], [3.8547, -1.8000, 3.7345], [-5.9968, 0.1711, -0.0324], [5.1640, 2.8680, 0.5230], [-1.9263, 2.5955, 2.4270], [0.9285, -1.4434, -3.8677], [-4.2875, -0.1462, -4.7596], [-3.5514, -1.5795, -6.6390], [0.1922, -7.6652, -1.3534], [3.7903, -3.1891, 5.7548], [-0.0703, -2.3704, 1.7120], [-2.3395, -2.1040, -0.7087], [-0.6297, -3.3621, -4.0899], [-0.3725, 5.6773, 2.3263], [1.9742, -6.0327, -1.8664], [-2.1047, -6.8617, -0.9231], [2.4730, -4.2591, 7.4586], [-1.3451, -1.7681, 3.8564], [-3.0910, -3.3892, 3.7090], [-3.1864, -0.3295, -2.5658], [-1.2589, 1.4466, 4.7057], [3.5946, -1.2171, 1.5322], [-3.8522, -1.7995, 3.6685], [-3.5575, 2.2682, 1.8679]], "lowdin_charge": [0.6420, 0.5315, 1.1522, 1.1485, 0.7239, 0.0971, 0.1266, 0.0847, -0.4439, -0.2197, -0.3637, 0.0046, -0.2591, -0.0991, 0.1105, -0.0648, -0.1244, -0.1310, -0.1269, -0.1319, 0.0109, -0.1081, -0.3340, -0.2262, -0.2889, -0.1208, -0.3423, -0.1347, -0.1282, -0.0673, -0.5299, -0.5343, -0.1358, -0.0944, -0.5278, -0.6610, -0.1327, -0.2478, -0.0755, -0.0417, -0.5354, -0.5324, -0.1205, -0.1201, -0.1370, -0.1261, -0.1082, -0.1235, -0.2965, -0.0582, -0.1364, -0.1003, 0.0260, -0.1042, -0.1330, -0.3276, -0.3199, -0.0816, -0.0685, -0.1208, -0.3607, -0.0524, -0.1239, -0.1353, -0.1384, -0.1155, 0.0520, 0.0696, 0.0674, 0.0889, 0.1050, 0.1079, 0.0750, 0.0905, 0.0576, 0.0462, 0.0102, 0.0861, 0.0568, 0.1156, 0.1005, 0.0716, 0.0822, 0.0554, 0.1157, 0.1241, 0.0355, 0.0874, 0.0633, 0.0424, 0.0850, 0.0779, 0.0781, 0.0363, 0.0942, 0.0651, 0.0810, 0.0720, 0.0958, 0.0733, 0.1033, 0.0913, 0.0736, 0.1070, 0.0804, 0.0751, 0.0441, 0.0942, 0.0910, 0.0822, 0.0817, 0.1030, 0.0334, -0.0125, 0.0918, 0.0720, 0.0937, 0.0848, 0.0667, 0.0672, 0.0693, 0.0764, 0.0646, 0.0983, 0.0537, 0.0623], "charge": -2, "orbital_gap_ev": [4.588, 5.906], "total_energy_ev": -143286.794, "multiplicity": 6, "s_squared": 8.76, "e_lumo_ha": [0.142, 0.142], "relative_energy_kj_mol": 214.4}


No. 3
{"formula": "C43H39BrN5O4RuS3", "method": "wB97M-V/def2-TZVPD", "elements": ["Ru", "Br", "S", "S", "S", "O", "O", "O", "O", "N", "N", "N", "N", "N", "C", "C", "C", "C", "C", "C", "C", "C", "C", "C", "C", "C", "C", "C", "C", "C", "C", "C", "C", "C", "C", "C", "C", "C", "C", "C", "C", "C", "C", "C", "C", "C", "C", "C", "C", "C", "C", "C", "C", "C", "C", "C", "C", "H", "H", "H", "H", "H", "H", "H", "H", "H", "H", "H", "H", "H", "H", "H", "H", "H", "H", "H", "H", "H", "H", "H", "H", "H", "H", "H", "H", "H", "H", "H", "H", "H", "H", "H", "H", "H", "H", "H"], "positions_angstrom": [[0.0023, -0.8390, 0.3757], [-0.9865, -2.9534, 1.1514], [2.9184, -4.1286, 0.2535], [0.8388, -2.3438, -1.2931], [-6.3790, -0.5754, -6.0792], [-7.4362, -2.6087, -7.2458], [1.0948, 0.6392, 1.2135], [4.4574, 3.2977, -1.5966], [3.4704, 1.1870, 2.0278], [1.8379, -1.9095, 0.9860], [-1.1311, -0.1213, 2.1412], [0.8504, 0.4865, -1.2233], [-0.3425, 0.6168, 2.9395], [5.2314, 1.1934, -1.3918], [-6.3387, 1.5651, 0.5474], [-7.7440, -0.3679, 0.3073], [3.4973, -2.2327, 4.2763], [-6.7496, -2.3177, -6.3042], [-3.8970, -0.7891, -4.8976], [1.8495, 3.9452, 4.6649], [3.7372, 2.8106, 3.6970], [-6.1898, -3.3342, -5.3442], [-5.3038, 0.7600, 0.9925], [5.1691, -0.2432, -1.6246], [4.2470, 2.0928, -1.6186], [-4.8511, -0.2176, -2.3550], [-3.4911, -0.4825, -2.5327], [-3.3216, -1.0460, 2.1603], [-3.0272, -0.7666, -3.8223], [2.5865, -2.3212, 2.0798], [1.5041, 2.2483, 2.9651], [0.7250, 2.2176, -2.8527], [4.1407, -4.0425, 2.8048], [1.0125, 3.2075, 3.8483], [2.0768, 2.4494, -2.7465], [-5.7216, -0.2492, -3.4314], [3.2219, 3.7361, 4.5829], [-2.2686, -0.5746, 2.7878], [6.5805, 2.1824, 0.4440], [-5.4826, -0.6183, 1.1072], [-2.5617, -0.4699, -1.4384], [-4.3830, -1.4947, 1.5625], [2.8903, 2.0607, 2.8816], [5.3988, -1.0453, -0.3524], [0.5019, 1.4912, 2.1207], [-5.2536, -0.5447, -4.7076], [0.1394, 1.2469, -2.0515], [-1.6729, -0.4458, -0.6103], [6.5348, 1.7437, -1.0127], [2.8286, 1.6541, -1.8851], [2.1778, 0.6734, -1.1662], [-6.7098, -1.1748, 0.7596], [3.2967, -3.5043, 1.8416], [-7.5622, 1.0035, 0.2031], [4.2356, -3.3916, 4.0216], [1.9134, -2.7465, -0.0151], [2.6680, -1.6876, 3.3152], [-1.9746, -0.9735, -3.9691], [-6.8490, -2.2469, 0.8312], [6.3585, 1.3507, 1.1136], [-8.6921, -0.8124, 0.0334], [2.5641, 3.2530, -3.2820], [-5.1775, -3.5953, -5.6583], [-0.9247, 1.0693, -2.0659], [-6.8147, -4.2223, -5.4033], [7.5704, 2.5706, 0.6892], [2.7336, 0.7515, 1.5417], [5.3042, -2.1111, -0.5552], [-6.1363, -2.9632, -4.3236], [3.8957, 4.3107, 5.2055], [2.7084, 0.0430, -0.4678], [5.9412, -0.4938, -2.3590], [-3.5277, -1.0017, -5.8930], [1.4429, 4.6819, 5.3440], [2.0877, -0.7955, 3.5047], [6.3981, -0.8691, 0.0482], [4.6819, -0.7741, 0.4263], [3.5796, -1.7510, 5.2417], [-4.4449, -2.5575, 1.3421], [7.2746, 0.9662, -1.2079], [-4.3364, 1.1886, 1.2248], [-2.2743, -0.5027, 3.8734], [4.8791, -3.7955, 4.7919], [6.7523, 2.5902, -1.6640], [-0.0577, 3.3915, 3.8788], [0.0992, 2.8079, -3.5071], [4.8034, 2.6485, 3.6065], [-6.7757, -0.0529, -3.2814], [-8.3671, 1.6324, -0.1541], [-0.7455, 0.9756, 3.7973], [-5.2227, 0.0089, -1.3675], [4.2167, -0.4972, -2.0836], [4.6935, -4.9537, 2.6181], [-6.1853, 2.6320, 0.4493], [-0.1565, 2.2074, 1.5994], [5.8478, 2.9684, 0.6206]], "lowdin_charge": [0.9859, 0.2687, 1.0491, 0.6198, 1.0208, 0.0012, -0.3353, 0.0667, 0.0364, -0.1623, -0.1038, -0.0682, 0.0309, -0.0488, -0.0830, -0.0825, -0.0685, -0.7385, -0.0964, -0.0942, -0.0062, -0.0444, -0.0529, -0.1953, -0.4078, -0.0072, -0.2280, -0.0645, -0.0222, -0.3053, -0.0948, -0.0165, -0.0866, -0.0512, 0.0176, -0.0884, -0.0814, -0.1992, -0.0687, -0.2376, -0.1086, -0.0399, -0.2571, -0.0609, -0.3675, -0.5678, -0.0920, -0.2383, -0.1956, -0.0799, -0.0922, -0.0436, -0.4576, -0.0905, -0.0858, -1.1360, -0.0043, 0.1164, 0.1141, 0.0644, 0.1039, 0.1280, 0.0928, 0.0819, 0.0870, 0.0760, 0.0476, 0.0685, 0.0715, 0.1046, 0.0916, 0.1237, 0.1101, 0.0995, 0.1040, 0.0754, 0.0644, 0.1059, 0.1232, 0.1156, 0.1143, 0.1252, 0.1032, 0.1194, 0.1144, 0.1131, 0.1175, 0.1074, 0.1024, 0.1386, 0.0797, 0.1099, 0.1086, 0.1058, 0.1580, 0.0726], "orbital_gap_ev": [7.109, 6.969], "total_energy_ev": -165992.368, "multiplicity": 2, "s_squared": 0.78, "e_lumo_ha": [-0.032, -0.043], "relative_energy_kj_mol": 215.7}